Below is a molecular structure, C32H26IrN5O3S2 at a distorted geometry, with properties calculated with wB97M-V/def2-TZVPD.

## Properties
HOMO (spin up / spin down)	-6.39 / -8.38	eV
LUMO level (spin up / spin down)	-0.0078 / -0.0616	hartree
spin multiplicity	5

Atoms and positions in Å:
Ir1 12.1644 10.9225 13.5638
C1 12.9531 13.6413 9.9864
C2 12.8798 13.0088 11.4038
N1 12.4146 11.8318 11.5329
N2 11.7048 11.3298 10.4720
C3 10.6854 10.6514 10.8091
S1 10.2651 10.3597 12.4551
S2 9.7302 9.8223 9.6349
C4 10.0187 10.8470 8.2006
C5 9.0978 12.0348 8.0145
C6 8.5251 12.7274 9.1235
C7 7.8079 13.8664 8.8798
C8 7.5685 14.3175 7.5532
C9 8.1470 13.6064 6.4866
C10 8.8596 12.4629 6.7395
C11 13.2789 13.7519 12.6342
C12 14.1749 14.8301 12.4873
C13 14.5325 15.6885 13.5329
C14 13.8736 15.5408 14.7740
C15 12.8575 14.5534 14.9026
C16 12.6236 13.6440 13.8258
O1 11.7303 12.7115 14.0671
H1 13.0321 14.7023 10.0538
H2 11.9824 13.4251 9.5287
H3 13.7153 13.1979 9.3360
H4 9.9588 10.2187 7.2967
H5 11.0301 11.2285 8.3033
H6 8.7931 12.3890 10.1018
H7 7.4411 14.4215 9.7365
H8 6.9883 15.2300 7.3456
H9 7.9976 13.9167 5.4984
H10 9.3101 11.9643 5.9141
H11 14.7180 14.9881 11.4913
H12 15.3169 16.4526 13.3751
H13 14.0688 16.1823 15.6062
H14 12.2868 14.4986 15.8137
C17 21.7288 4.1384 19.0500
O2 21.8766 4.3687 17.6947
C18 20.8473 4.9156 16.9875
C19 19.4379 4.9412 17.2869
C20 18.5642 5.5745 16.3956
C21 19.0792 6.1198 15.2396
C22 20.4652 6.0554 14.9356
C23 21.3719 5.4288 15.7599
N3 18.3287 6.7804 14.2322
N4 16.9353 6.6309 14.4256
C24 16.2292 7.6906 14.5620
C25 16.8250 8.9427 15.0410
C26 16.0994 10.0991 15.0003
C27 14.7330 10.1482 14.5829
O3 14.0734 11.2565 14.4358
C28 14.0929 8.9164 14.0967
N5 12.8063 8.9758 13.6625
C29 12.2053 7.8065 13.3454
C30 12.7884 6.5554 13.4603
C31 14.0921 6.4764 13.9268
C32 14.6977 7.6425 14.2838
H15 22.6806 3.7897 19.4121
H16 20.9797 3.3848 19.3845
H17 21.5404 5.0644 19.5857
H18 19.1801 4.6349 18.2609
H19 17.5458 5.7232 16.6173
H20 20.8126 6.4307 13.9708
H21 22.4431 5.3833 15.6048
H22 17.9246 8.9781 15.1252
H23 16.4963 11.0853 15.2610
H24 11.2020 7.9243 12.9845
H25 12.2536 5.6793 13.0752
H26 14.5365 5.5485 14.0169

Atomic forces in eV per Å
-0.013 -0.432 -0.353
-1.041 -0.727 0.983
1.168 1.114 -0.516
-0.648 -0.322 0.694
0.779 0.128 -0.985
0.790 -0.218 0.668
-1.028 -0.596 0.864
-0.804 -0.432 -0.186
-0.083 0.343 -0.702
-0.478 -0.255 1.743
1.334 -0.754 -1.904
-0.700 0.870 -0.657
0.547 -0.306 0.118
-1.127 0.713 2.005
0.335 0.243 -0.121
1.129 1.152 -2.667
1.642 0.781 -0.844
-0.129 -0.426 -0.172
-1.514 -1.516 -0.946
1.874 1.249 -1.199
-0.558 0.618 2.523
-0.870 -0.012 0.405
0.374 0.687 0.002
0.228 0.080 -0.085
-0.009 0.045 0.421
0.140 0.057 0.479
0.257 -0.177 -0.138
-0.245 -0.027 0.555
-0.167 0.096 -0.187
0.323 -0.544 0.275
-0.212 0.503 -1.288
0.279 -0.536 -0.521
-0.964 -0.365 1.527
-0.655 -0.542 0.152
0.201 0.337 0.307
-0.108 -0.336 0.037
-0.322 -0.340 1.573
-0.750 -0.281 -0.173
-0.219 0.128 -1.391
2.611 0.795 -0.887
1.491 -0.451 0.790
-0.036 1.125 -2.446
0.584 -0.469 -0.427
-1.879 0.324 1.031
-1.386 -1.229 2.081
1.833 -0.428 -1.301
-1.264 0.914 1.187
-0.061 0.020 -1.407
-0.876 0.618 0.192
0.023 -1.189 -1.103
-0.675 -0.121 -0.064
0.419 -0.591 1.602
0.645 -0.832 -0.192
-0.196 0.702 0.050
-0.219 0.118 -0.461
-1.881 1.108 -0.248
3.640 1.503 -0.025
0.431 -0.244 0.017
0.169 0.380 -0.714
-0.295 0.288 0.081
-0.737 -0.511 0.854
-1.073 -0.113 0.289
-0.319 0.145 0.295
-0.190 -0.036 -0.188
-0.795 -0.147 0.315
0.164 -0.454 -0.020
-0.280 -0.057 -0.182
0.156 0.426 0.412
1.243 -1.593 0.169

---

Below is a molecular structure, C32H26N6PRuSe3Te at a distorted geometry, with properties calculated with wB97M-V/def2-TZVPD.

## Properties
HOMO (spin up / spin down)	-5.50 / -7.11	eV
LUMO level (spin up / spin down)	0.0052 / -0.0416	hartree
spin multiplicity	6

Atoms and positions in Å:
Ru1 -0.0052 -1.5117 0.6793
N1 -1.7661 0.0860 -2.8795
C1 -0.8460 -0.2280 -1.9438
N2 -1.0976 -1.1275 -1.0649
C2 -2.2416 -1.9504 -1.1307
N3 -2.4363 -2.8715 -0.2822
N4 -1.5293 -2.8372 0.7412
C3 -1.3220 -3.9220 1.5625
C4 -0.2413 -3.8698 2.4368
C5 -0.0935 -4.8340 3.4415
C6 0.9937 -4.7373 4.2948
C7 1.8371 -3.6204 4.1248
C8 1.6149 -2.6950 3.1496
N5 0.6071 -2.7696 2.3022
C9 -3.0828 -1.8288 -2.3027
C10 -4.1095 -2.7854 -2.5918
C11 -4.9267 -2.5714 -3.6579
C12 -4.6836 -1.5161 -4.5592
C13 -3.6738 -0.6055 -4.3412
C14 -2.8480 -0.7985 -3.1785
H1 -1.5438 0.7471 -3.6072
H2 0.0802 0.3684 -1.9178
H3 -1.9952 -4.7262 1.4673
H4 -0.7856 -5.6869 3.4470
H5 1.0830 -5.5432 5.0012
H6 2.7396 -3.5926 4.7680
H7 2.2172 -1.8119 2.9380
H8 -4.3153 -3.5750 -1.9027
H9 -5.7713 -3.1970 -3.8748
H10 -5.2704 -1.4628 -5.4970
H11 -3.5078 0.1297 -5.1552
Se1 1.2140 -2.8802 -1.3148
Se2 2.8449 -4.1849 -0.3322
Te1 1.5934 -6.3148 0.4878
Se3 -0.5395 -6.3142 -0.4899
N6 0.9567 0.1015 1.1417
P1 0.9954 1.5805 0.7069
C15 -0.5623 2.2408 -0.1197
C16 -1.7904 1.9855 0.5216
C17 -2.9574 2.2631 -0.1160
C18 -2.9450 2.9099 -1.3521
C19 -1.7671 3.2311 -1.9493
C20 -0.5782 2.9176 -1.3416
C21 1.4114 2.7230 2.0699
C22 0.9191 4.0103 2.0686
C23 1.4234 4.9058 3.0421
C24 2.4174 4.5462 3.9363
C25 2.8887 3.2380 3.8466
C26 2.3821 2.3196 2.9475
C27 2.3364 1.9447 -0.4751
C28 3.0712 3.1229 -0.4857
C29 4.1672 3.2692 -1.3748
C30 4.5198 2.2060 -2.2289
C31 3.7555 1.0068 -2.1788
C32 2.6566 0.8684 -1.3246
H12 -1.7415 1.4409 1.4849
H13 -3.8705 1.9180 0.3202
H14 -3.9296 3.0970 -1.7754
H15 -1.8155 3.7116 -2.9084
H16 0.4342 3.1410 -1.7686
H17 0.1744 4.3671 1.3363
H18 0.9305 5.8693 3.1480
H19 2.7978 5.2883 4.6266
H20 3.6923 2.9120 4.4939
H21 2.6953 1.2891 2.9383
H22 2.8684 3.9657 0.1752
H23 4.6800 4.2406 -1.3749
H24 5.3741 2.2992 -2.8719
H25 4.0854 0.1928 -2.8023
H26 2.1315 -0.0853 -1.1746

Atomic forces in eV per Å
0.345 -0.515 0.376
-0.303 -0.474 -1.044
-0.564 0.645 -0.478
0.586 0.177 1.037
0.049 0.274 -0.996
0.216 -0.881 1.652
0.468 -0.660 0.347
-0.483 2.022 -1.444
-0.533 0.871 -0.244
0.827 -0.437 0.376
-1.465 0.283 -1.321
1.548 -1.225 1.842
0.330 1.104 -0.689
-1.253 -1.065 -0.354
-0.884 -1.128 -0.345
0.389 1.473 0.466
-0.059 0.440 -0.938
-0.213 -0.081 -0.404
0.705 -0.359 0.162
-0.360 1.187 -1.030
0.217 0.053 0.200
-0.601 -0.496 0.012
-0.581 -0.927 0.157
0.327 0.478 0.132
0.619 0.182 0.439
-0.670 0.410 -0.580
0.301 -0.314 0.525
0.181 -0.354 0.335
-0.109 -0.446 0.093
0.301 0.114 0.806
0.262 -0.243 1.024
0.276 -0.153 0.260
-0.138 -0.209 0.044
0.480 0.213 -0.011
-0.188 -0.051 -0.354
-0.378 -0.557 -0.184
-0.243 1.170 -0.111
0.090 0.286 0.678
1.848 -1.113 0.708
-0.362 0.187 -0.359
-1.547 -0.682 0.982
-0.095 0.631 -0.821
2.359 -0.412 0.561
-1.046 -0.282 -1.687
0.243 1.193 0.778
-1.107 0.087 -0.383
-0.360 -0.431 -0.892
0.787 -0.109 0.701
0.152 0.220 0.682
-0.273 -0.475 -0.058
0.979 0.293 -0.875
-0.694 -0.416 0.054
-1.399 -0.013 1.250
0.394 0.837 0.051
0.833 0.539 0.176
-0.305 0.373 -0.609
-0.553 0.141 0.182
0.374 0.158 -0.360
0.289 0.263 -0.305
-1.215 -0.079 0.014
0.396 -0.360 0.520
0.304 0.055 -0.208
0.074 -0.272 0.120
-0.004 0.032 0.160
0.273 -0.129 -0.001
-0.199 -0.355 -0.043
0.008 -0.635 -0.103
0.170 -0.087 -0.256
-0.137 -0.272 -0.087
0.324 0.304 -0.328

---

Below is a molecular structure, C32H27BaClN4O5S at a distorted geometry, with properties calculated with wB97M-V/def2-TZVPD.

## Properties
HOMO	-1.79	eV
LUMO level	0.1482	hartree
spin multiplicity	1
total charge	-2

Atoms and positions in Å:
Ba1 0.4729 -1.0959 -0.2980
O1 2.9786 2.2999 -1.9930
S1 2.1297 1.1342 -2.1047
O2 2.6270 -0.0982 -1.5214
N1 0.6891 1.2867 -1.5098
C1 -0.1640 2.3095 -1.8047
C2 0.0446 3.3429 -2.7078
C3 -0.9364 4.3219 -2.9395
C4 -2.1329 4.3127 -2.2800
C5 -2.3895 3.2871 -1.3409
C6 -3.5807 3.2144 -0.5877
C7 -3.7450 2.2121 0.3237
C8 -2.7254 1.2514 0.4758
N2 -1.6175 1.2692 -0.2239
C9 -1.4241 2.2784 -1.1102
C10 1.9792 0.8033 -3.8529
C11 1.2142 -0.2767 -4.2739
C12 1.1472 -0.5746 -5.6263
C13 1.8282 0.2130 -6.5469
C14 2.5869 1.2952 -6.1189
C15 2.6697 1.5904 -4.7637
H1 0.9897 3.4056 -3.2285
H2 -0.7251 5.1058 -3.6590
H3 -2.8841 5.0747 -2.4551
H4 -4.3448 3.9697 -0.7390
H5 -4.6371 2.1352 0.9320
H6 -2.8099 0.4649 1.2162
H7 0.7079 -0.9109 -3.5539
H8 0.5866 -1.4428 -5.9482
H9 1.7771 -0.0253 -7.6031
H10 3.1240 1.9042 -6.8365
H11 3.2628 2.4174 -4.3958
Cl1 -6.9289 -3.3339 4.0247
C16 -5.4227 -2.4745 3.7234
C17 -4.9367 -1.5740 4.6972
C18 -3.7779 -0.8904 4.4826
C19 -2.9763 -1.0432 3.2774
O3 -1.9799 -0.3239 3.0774
C20 -3.5273 -1.9803 2.3062
C21 -2.8770 -2.2879 1.0618
O4 -1.8075 -1.8553 0.6448
C22 -4.7316 -2.6640 2.5657
H12 -5.4980 -1.4366 5.6144
H13 -3.3998 -0.1952 5.2231
H14 -3.4222 -3.0335 0.4484
H15 -5.1050 -3.3580 1.8186
C23 0.9877 1.6786 2.0769
N3 1.8750 0.5464 1.8727
C24 3.2360 0.9798 1.6177
C25 1.7895 -0.3619 3.0211
C26 2.5103 -1.6674 2.7841
C27 3.5260 -2.0366 3.6667
C28 4.1851 -3.2539 3.5108
C29 3.8133 -4.0807 2.4566
C30 2.8071 -3.6771 1.5740
C31 2.1103 -2.4607 1.6840
H16 1.2887 2.2950 2.9450
H17 -0.0306 1.3207 2.2476
H18 0.9928 2.3100 1.1850
H19 3.6507 1.5351 2.4797
H20 3.2644 1.6240 0.7382
H21 3.8664 0.1118 1.4275
H22 0.7269 -0.5600 3.1932
H23 2.1817 0.1387 3.9282
H24 3.8052 -1.3746 4.4855
H25 4.9729 -3.5461 4.1979
H26 4.3147 -5.0363 2.3158
H27 2.5628 -4.3556 0.7551
O5 0.7015 -3.9092 -4.3978
C32 0.4202 -3.3838 -3.3437
N4 0.1331 -2.8609 -2.3122

Atomic forces in eV per Å
-0.112 -0.636 0.798
0.038 0.100 -0.017
0.024 0.292 -0.218
0.510 -0.043 -0.171
0.192 0.291 -0.278
-0.080 0.259 -0.325
0.096 -0.128 0.117
-0.048 0.063 -0.017
0.006 0.061 -0.056
0.106 -0.158 0.071
-0.056 -0.050 0.076
-0.098 0.098 -0.027
0.097 -0.085 -0.027
-0.092 -0.017 0.103
-0.043 0.128 -0.015
0.072 0.067 -0.041
0.070 0.021 0.031
0.007 -0.004 -0.033
0.026 0.040 0.003
-0.025 -0.032 0.044
-0.094 -0.012 -0.010
-0.003 0.022 -0.007
0.001 -0.008 0.006
0.011 -0.005 -0.001
-0.013 0.002 0.007
-0.002 0.016 -0.008
0.010 0.014 -0.060
-0.001 0.021 -0.031
-0.007 0.004 0.020
-0.003 -0.003 0.006
-0.006 -0.004 -0.007
0.005 -0.009 -0.011
0.030 0.017 0.005
-0.027 0.026 0.052
0.080 -0.019 -0.060
0.027 -0.205 0.149
-0.396 0.438 -0.310
0.154 -0.221 0.145
0.166 0.022 0.130
0.303 -0.046 0.104
-0.766 -0.205 0.195
-0.008 -0.054 -0.035
-0.010 0.025 -0.014
-0.009 0.003 -0.015
-0.008 0.023 -0.081
0.001 0.017 0.013
-0.019 0.069 -0.132
-0.240 0.030 0.085
-0.038 -0.058 -0.019
0.034 0.010 -0.077
0.140 -0.195 0.042
-0.051 -0.094 -0.046
-0.085 -0.004 -0.105
-0.005 0.054 0.026
0.075 0.092 0.103
0.068 -0.029 0.050
0.025 -0.029 0.002
0.039 0.024 0.016
-0.008 0.015 0.030
-0.001 0.007 0.022
-0.020 0.004 0.009
-0.004 0.003 0.005
0.009 0.022 0.003
-0.002 0.034 -0.007
-0.010 -0.009 -0.020
0.007 -0.008 -0.005
-0.007 0.014 0.013
0.024 0.012 0.028
-0.068 0.119 0.148
-0.134 0.030 0.300
0.147 -0.237 -0.670

---

ΔE to the lowest compared entry with this formula, charge and spin (kJ/mol)
96.1 62.2 35.5